1.
ORCA calculation (wB97M-V/def2-TZVPD) on a molecular structure, C4H18BO7Y.

Each line ends with the Löwdin charge.
Atoms and positions in Å:
Y1 -6.989 13.359 12.258  1.18
B1 -7.746 11.877 8.604  -0.54
H1 -7.961 11.640 7.574  -0.11
H2 -7.819 11.009 9.241  -0.11
H3 -6.790 12.366 8.708  -0.13
H4 -8.469 12.558 9.025  -0.14
O1 -5.701 15.586 15.743  -0.35
C1 -4.474 16.218 16.102  -0.38
C2 -3.478 16.545 14.855  -0.39
O2 -3.361 15.571 13.839  -0.31
H5 -4.065 15.614 16.913  0.07
H6 -4.735 17.136 16.629  0.05
H7 -2.502 16.990 15.050  0.06
H8 -3.943 17.437 14.436  0.07
O3 -5.545 8.616 16.438  -0.24
C3 -5.162 7.708 15.430  -0.36
C4 -4.241 8.210 14.194  -0.38
O4 -4.501 9.331 13.481  -0.18
H9 -6.124 7.299 15.121  0.08
H10 -4.657 6.803 15.766  0.07
H11 -4.196 7.395 13.472  0.08
H12 -3.217 8.344 14.543  0.09
O5 -6.838 16.975 10.022  -0.09
H13 -7.479 17.582 9.651  0.02
H14 -5.995 17.288 9.695  0.03
O6 -9.917 10.595 13.961  -0.09
H15 -9.785 9.848 14.544  0.03
H16 -10.868 10.664 13.871  0.02
O7 -10.736 15.305 12.309  -0.10
H17 -10.822 15.963 12.999  0.02
H18 -11.627 15.185 11.980  0.02

Kohn-Sham gap, eV: 2.0
Electronic energy, hartree: -752.40707
HOMO energy, eV: -0.15
Spin multiplicity: 1
Energy above the lowest of the compared OMol25 structures with the same formula, charge and spin, eV: 13.661
Net charge: -2

---

2.
ORCA calculation (wB97M-V/def2-TZVPD) on 3 unconnected molecules or ions with the total composition C4H18N2O2.

Each line ends with the Löwdin charge.
Atoms and positions in Å:
C1 -1.034 -0.349 2.920  -0.03
C2 -0.431 -0.281 1.526  -0.33
C3 -0.659 1.023 0.711  -0.11
C4 0.603 1.699 0.128  -0.07
N1 0.501 1.664 -1.398  0.21
N2 -0.816 -1.496 0.739  0.22
H1 -2.112 -0.240 3.064  0.10
H2 -0.817 -1.399 3.153  0.09
H3 -0.698 0.186 3.807  0.11
H4 0.629 -0.392 1.770  0.15
H5 -1.156 1.658 1.437  0.13
H6 -1.477 0.890 -0.002  0.13
H7 0.549 2.737 0.374  0.13
H8 1.454 1.157 0.522  0.13
H9 0.178 2.566 -1.741  0.18
H10 1.435 1.402 -1.756  0.11
H11 -0.107 0.910 -1.719  0.14
H12 -1.805 -1.730 0.736  0.18
H13 -0.404 -2.359 1.120  0.19
H14 -0.414 -1.467 -0.209  0.12
H15 3.547 -0.341 -2.311  0.08
H16 2.275 -0.155 -3.059  0.06
O1 2.815 0.274 -2.386  -0.03
H17 0.002 -2.054 -2.891  0.07
H18 -1.464 -2.144 -2.340  0.07
O2 -0.595 -1.758 -2.194  -0.04

Kohn-Sham gap, eV: 12.5
Electronic energy, hartree: -422.58446
HOMO energy, eV: -19.15
Spin multiplicity: 1
Energy above the lowest of the compared OMol25 structures with the same formula, charge and spin, eV: 0.963
Net charge: +2

---

3.
ORCA calculation (wB97M-V/def2-TZVPD) on 4 unconnected molecules or ions with the total composition C4H18NO3.

Each line ends with the Löwdin charge.
Atoms and positions in Å:
C1 -1.607 1.306 -0.410  -0.07
C2 -0.790 0.972 0.779  -0.38
N1 -0.012 -0.353 0.398  0.08
C3 -0.977 -1.612 0.590  0.04
C4 0.268 1.982 1.040  -0.08
H1 -1.112 1.725 -1.238  0.07
H2 -2.083 2.311 -0.253  0.12
H3 -2.374 0.532 -0.655  0.11
H4 -1.435 1.032 1.686  0.16
H5 0.469 -0.523 -0.530  0.10
H6 0.664 -0.532 1.071  0.12
H7 -1.608 -1.799 -0.273  0.09
H8 -0.431 -2.420 0.945  0.06
H9 -1.695 -1.483 1.389  0.09
H10 0.635 2.243 0.052  0.08
H11 1.188 1.931 1.702  0.11
H12 -0.248 2.920 1.426  0.12
H13 -0.140 -4.012 4.124  0.04
H14 0.253 -2.539 4.768  0.16
O1 -0.250 -3.057 3.904  -0.18
H15 2.544 0.497 -5.070  0.11
H16 2.066 1.599 -4.273  -0.01
O2 2.230 0.736 -4.159  0.00
H17 2.101 -0.742 -2.116  0.04
H18 1.161 -0.128 -2.907  0.08
O3 1.185 -0.585 -1.991  -0.06

Kohn-Sham gap, eV: 11.8
Electronic energy, hartree: -443.36943
HOMO energy, eV: -14.22
Spin multiplicity: 1
Energy above the lowest of the compared OMol25 structures with the same formula, charge and spin, eV: 2.669
Net charge: +1

---

4.
ORCA calculation (wB97M-V/def2-TZVPD) on a molecular structure, C4H19B2CdF2NO.

Each line ends with the Löwdin charge.
Atoms and positions in Å:
Cd1 -2.523 -1.610 0.158  1.23
F1 -2.986 -3.692 0.547  -0.76
F2 -1.324 -1.841 -1.607  -0.67
B1 -1.267 -0.889 1.812  -0.55
H1 -0.495 -0.375 2.596  -0.02
H2 -1.375 -0.163 0.864  -0.08
H3 -0.776 -1.897 1.394  -0.04
H4 -2.366 -1.067 2.238  -0.05
B2 -4.486 -0.625 -0.144  -0.55
H5 -4.392 -1.197 0.904  -0.07
H6 -3.663 0.247 -0.111  -0.07
H7 -4.156 -1.348 -1.047  -0.06
H8 -5.647 -0.323 -0.320  -0.05
C1 0.306 1.161 -0.746  -0.07
C2 1.432 0.124 -0.870  -0.45
C3 2.788 0.581 -0.379  -0.22
O1 3.080 1.915 -0.778  -0.18
C4 4.192 2.411 -0.124  -0.17
N1 1.138 -1.188 -0.301  0.03
H9 0.492 1.999 -1.423  0.06
H10 0.230 1.526 0.282  0.07
H11 -0.642 0.694 -1.023  0.06
H12 1.524 -0.009 -1.961  0.13
H13 3.542 -0.137 -0.719  0.12
H14 2.759 0.535 0.723  0.12
H15 4.437 3.432 -0.428  0.07
H16 5.098 1.800 -0.278  0.08
H17 4.048 2.465 0.971  0.08
H18 0.701 -0.964 0.592  0.00
H19 0.333 -1.565 -0.824  0.02

Kohn-Sham gap, eV: 7.1
Electronic energy, hartree: -710.88679
HOMO energy, eV: -2.36
Spin multiplicity: 1
Energy above the lowest of the compared OMol25 structures with the same formula, charge and spin, eV: 0.000
Net charge: -2

---

5.
ORCA calculation (wB97M-V/def2-TZVPD) on 5 unconnected molecules or ions with the total composition C4H19NO5.

Each line ends with the Löwdin charge.
Atoms and positions in Å:
O1 4.490 -8.216 -0.121  -0.06
H1 4.959 -9.029 0.069  0.03
H2 4.183 -8.320 -1.021  0.03
O2 1.190 -3.804 -4.740  -0.06
H3 0.716 -3.160 -5.267  0.03
H4 1.879 -4.128 -5.320  0.03
O3 3.637 -3.258 -0.013  -0.05
H5 3.831 -4.178 0.169  0.03
H6 3.305 -3.256 -0.911  0.03
O4 4.662 -0.270 4.218  -0.05
H7 4.433 -0.785 3.445  0.03
H8 5.596 -0.434 4.349  0.03
C1 -0.906 1.841 0.376  -0.07
C2 -2.386 2.324 0.484  -0.44
C3 -2.773 3.289 -0.617  -0.18
O5 -3.871 4.173 -0.335  -0.16
C4 -3.685 4.826 0.863  -0.16
N1 -3.166 1.113 0.496  0.03
H9 -0.674 1.379 -0.584  0.08
H10 -0.615 1.175 1.188  0.08
H11 -0.190 2.663 0.411  0.07
H12 -2.530 2.726 1.487  0.12
H13 -3.002 2.736 -1.528  0.13
H14 -1.919 3.913 -0.880  0.12
H15 -4.155 5.787 0.657  0.09
H16 -2.644 5.034 1.113  0.09
H17 -4.164 4.473 1.777  0.09
H18 -2.634 0.271 0.664  0.07
H19 -3.568 1.116 -0.430  0.06

Structure (SMILES): COC[C@H](C)N.O.O.O.O
Kohn-Sham gap, eV: 9.5
Electronic energy, hartree: -594.68708
HOMO energy, eV: -8.96
Spin multiplicity: 1
Energy above the lowest of the compared OMol25 structures with the same formula, charge and spin, eV: 2.006

---

| no. | F_max (hartree/bohr) |
| --- | --- |
| 1 | 0.0937 |
| 2 | 0.0473 |
| 3 | 0.1052 |
| 4 | 0.0547 |
| 5 | 0.0509 |